1.
Computed, not measured: C12H27Cl2O2P2W as an isolated structure at a distorted geometry, with wB97M-V/def2-TZVPD.

Last column: Mulliken charge in e.
Geometry (Å):
C -3.37495 2.21064 1.54903  -1.32
C -2.38929 1.38892 0.76251  0.81
H -3.24356 3.18491 1.15906  0.39
H -3.08711 2.08671 2.58276  0.43
H -4.41486 1.81920 1.33853  0.33
O -1.81119 1.83103 -0.20746  -0.56
Cl -2.48900 -0.05784 1.50004  -0.08
W 0.79802 -1.80677 -1.38893  0.89
P -1.65797 -0.92642 -2.19849  0.68
C -1.63610 0.02591 -3.83421  -1.17
C -2.19747 -2.59003 -2.79288  -1.32
H -3.82533 -0.83137 -0.86458  0.43
H -4.19119 -0.58108 -2.56185  0.52
H -3.51856 0.73951 -1.60645  0.37
C -3.44459 -0.34916 -1.77813  -1.32
H -2.51762 -3.17778 -1.91499  0.44
H -3.04659 -2.48469 -3.49187  0.40
H -2.55647 -0.10628 -4.43201  0.42
H -0.76352 -0.30485 -4.41560  0.42
H -1.33901 -3.07530 -3.28208  0.53
H -1.51338 1.09795 -3.59939  0.42
C 1.25852 -0.07150 -2.40620  0.61
O 1.55022 0.97766 -2.89983  -0.20
Cl 0.53994 -3.77799 -0.41769  -0.10
C 0.86442 -1.64361 3.02483  -1.32
C 0.97689 -0.21595 2.49831  -0.56
P 1.28089 -0.10358 0.62815  0.98
C 1.59942 1.77325 0.55183  -0.38
C 2.53728 2.50678 1.52717  -1.23
C 2.99193 -0.69441 0.31532  -0.63
C 4.07555 -0.49968 1.41920  -1.36
H -0.10931 -2.08683 2.77578  0.30
H 0.95930 -1.66706 4.12128  0.41
H 1.63902 -2.28876 2.60319  0.29
H 0.04418 0.33024 2.69865  0.47
H 1.73220 0.35618 3.06722  0.40
H 1.94995 1.93608 -0.47691  0.30
H 0.59626 2.22368 0.57934  0.28
H 3.59965 2.29280 1.32855  0.26
H 2.41976 3.59407 1.40007  0.41
H 2.32326 2.28337 2.57840  0.32
H 2.90320 -1.78161 0.08700  0.43
H 3.34998 -0.15241 -0.56952  0.58
H 3.73609 -0.74634 2.42643  0.33
H 4.91521 -1.15971 1.18411  0.42
H 4.48593 0.52211 1.43232  0.28

Its highest occupied orbital energy (spin up / spin down) is -19.3259 / -19.3259 eV. As for the multiplicity: 3. The value obtained for the total energy is -62391.0030 eV. The calculation puts the relative energy (zero: lowest compared OMol25 entry of this formula, charge and spin) at 234.22 kJ/mol. For the frontier orbital gap (spin up / spin down), the calculation gives 0.16963 / 0.19201 hartree. As for the net charge: +3.


2.
Computed, not measured: a 2-piece molecular cluster, C23H36NO3Si2 overall at a distorted geometry, with wB97M-V/def2-TZVPD.

Last column: Mulliken charge in e.
Geometry (Å):
C 0.32859 -1.74643 2.48348  -0.53
O 1.46399 -1.30378 3.24756  -0.33
C 1.75435 -0.03771 3.26013  0.44
C 2.90451 0.40759 3.96613  0.49
C 3.21171 1.79189 4.00796  -0.58
C 4.33127 2.23489 4.68888  -0.60
C 5.17589 1.32815 5.34327  1.08
C 6.38374 1.83275 6.06853  -1.40
C 4.87240 -0.04144 5.30478  -0.62
C 3.76043 -0.50690 4.63364  -0.71
H 0.27099 -2.82300 2.62956  0.31
H -0.58257 -1.25075 2.84562  0.32
H 0.48657 -1.51060 1.42341  0.23
H 1.10076 0.66791 2.72950  0.27
H 2.54020 2.47061 3.49115  0.43
H 4.56732 3.30128 4.72139  0.42
H 6.93328 1.00835 6.53059  0.36
H 7.05582 2.36211 5.38058  0.35
H 6.09545 2.54708 6.85055  0.35
H 5.53081 -0.74494 5.81568  0.31
H 3.51825 -1.56549 4.59853  0.46
C -1.85928 3.31804 -1.37075  -1.10
Si -2.63520 1.99853 -0.31053  0.24
C -1.66262 1.46994 1.19632  -0.79
C -4.38999 2.40491 0.16773  -1.05
O -2.72898 0.61590 -1.35512  -0.32
N -1.41609 0.04384 -1.23270  0.38
O -0.83964 0.07562 -2.48254  -0.35
Si -1.73535 0.04325 -3.96620  0.58
C -2.12252 1.79321 -4.45324  -1.03
C -0.40655 -0.66361 -5.06371  -0.99
C -3.28907 -0.98168 -3.85658  -0.95
C -1.62228 -1.30892 -0.86147  0.71
C -2.68543 -1.63414 -0.07694  -1.55
C -0.65918 -2.21271 -1.50311  0.78
C -1.12287 -3.46436 -1.94621  -0.46
C -0.31634 -4.25217 -2.77124  -0.73
C 0.99674 -3.86365 -3.04934  -0.51
C 1.49556 -2.66539 -2.52030  -0.65
C 0.67306 -1.82974 -1.77255  -0.07
H -1.71430 4.23715 -0.78481  0.43
H -0.87506 3.01358 -1.75447  0.27
H -2.49751 3.57486 -2.22740  0.29
H -1.36903 2.36220 1.76947  0.60
H -2.25015 0.82579 1.86760  0.33
H -0.74410 0.92698 0.92622  -0.08
H -4.39695 3.35268 0.72897  0.38
H -5.02826 2.52529 -0.71878  0.31
H -4.82540 1.62824 0.81346  0.32
H -2.38595 1.76565 -5.52373  0.40
H -2.97349 2.21580 -3.90285  0.17
H -1.24453 2.44366 -4.33216  0.29
H -0.69421 -0.53488 -6.11981  0.39
H 0.54114 -0.13011 -4.89538  0.27
H -0.23576 -1.73408 -4.88528  0.23
H -3.69034 -1.04320 -4.88447  0.49
H -3.13048 -2.01601 -3.51908  0.27
H -4.06536 -0.50706 -3.23615  0.20
H -2.84760 -2.68066 0.15889  0.34
H -3.30115 -0.85653 0.35674  0.17
H -2.14522 -3.74926 -1.68343  0.28
H -0.73786 -5.16698 -3.19322  0.40
H 1.64368 -4.50940 -3.65354  0.38
H 2.52685 -2.36262 -2.71171  0.38
H 1.06336 -0.88951 -1.38753  0.31

Its highest occupied orbital energy is -10.3248 eV. As for the multiplicity: 1. The value obtained for the total energy is -47816.2136 eV. The calculation puts the relative energy (zero: lowest compared OMol25 entry of this formula, charge and spin) at 19.57 kJ/mol. For the frontier orbital gap, the calculation gives 0.18859 hartree. As for the net charge: +1.


3.
Computed, not measured: a 2-piece molecular cluster, C2H8FP3 overall at a distorted geometry, with wB97M-V/def2-TZVPD.

Last column: Mulliken charge in e.
Geometry (Å):
P 3.52325 0.27351 -0.51138  -0.09
P 1.91639 0.21318 1.13348  -0.15
H 4.07015 -0.96412 -0.25152  0.06
H 2.65189 -0.48832 -1.26710  0.05
H 2.56722 0.39759 2.35345  0.08
H 1.58777 1.65597 1.03819  0.08
H -0.33221 -1.37822 0.05972  -0.04
P -1.71739 -1.67664 0.29395  -0.05
C -2.36666 -0.23745 -0.34102  -0.11
C -3.61800 0.42617 -0.03300  -0.21
F -3.32696 1.78647 0.26052  -0.29
H -1.61681 0.50470 -0.92740  0.22
H -4.45082 0.33630 -0.89341  0.20
H -4.01830 0.12208 0.84553  0.27

Its highest occupied orbital energy is -8.9994 eV. As for the multiplicity: 1. The value obtained for the total energy is -32783.9441 eV. The calculation puts the relative energy (zero: lowest compared OMol25 entry of this formula, charge and spin) at 145.79 kJ/mol. For the frontier orbital gap, the calculation gives 0.32498 hartree. The structure (SMILES) is [PH2]#[PH2].[H]/P=C/CF.


4.
Computed, not measured: C25H46P2Pt as an isolated structure at a distorted geometry, with wB97M-V/def2-TZVPD.

Last column: Mulliken charge in e.
Geometry (Å):
Pt -0.19700 0.56120 0.07569  1.71
C 1.03239 -2.09196 2.43569  0.45
C -0.34195 -1.81460 2.20924  1.44
C 0.06729 -3.92058 1.39435  0.77
C 1.30310 -3.39388 1.91646  0.64
C -0.95571 -2.95134 1.58908  0.75
C 1.99195 -1.32989 3.24350  -1.83
H 1.62666 -0.31916 3.48422  0.48
H 2.98200 -1.23766 2.76147  0.41
H 2.16490 -1.85351 4.20343  0.39
C 2.51738 -4.16102 2.10737  -1.79
H 3.40043 -3.51813 2.19096  0.41
H 2.64700 -4.83445 1.25375  0.42
H 2.45994 -4.77573 3.02265  0.33
C -0.13604 -5.29811 0.95195  -1.98
H -0.24718 -5.98585 1.81651  0.36
H 0.74217 -5.63042 0.37628  0.45
H -1.04144 -5.41081 0.33140  0.37
C -2.38363 -3.16833 1.37216  -1.65
H -2.77211 -3.75759 2.20749  0.47
H -2.61309 -3.74391 0.47270  0.42
H -2.93716 -2.22339 1.34365  0.20
C -1.13547 -0.89505 3.04031  -1.70
H -1.36035 -1.45457 3.96885  0.42
H -2.08668 -0.59937 2.58149  0.38
H -0.60579 0.01853 3.32314  0.43
C 0.94489 3.62658 -1.97401  -1.22
C 1.20120 3.63183 -0.56675  0.72
C 0.37115 4.52433 0.34486  -1.58
C -1.07227 4.00307 0.45440  -1.30
C -1.27352 2.58245 -0.07488  -0.84
C -1.45719 2.42024 -1.42263  -0.12
C -1.51858 3.46763 -2.49060  -1.56
C -0.23680 4.32539 -2.55922  -0.82
H 0.38921 5.53756 -0.07638  0.52
H -1.75707 4.60186 -0.13690  0.46
H 0.87034 4.62192 1.31205  0.37
H -0.39034 5.29493 -2.08236  0.30
H 1.85540 3.52934 -2.59049  0.64
H 2.25026 3.67572 -0.30917  0.89
H -0.02466 4.54435 -3.60848  0.48
H -1.69570 3.02317 -3.47772  0.30
H -2.00051 1.53503 -1.77556  0.73
H -2.37539 4.11346 -2.25499  0.50
H -1.42130 4.11744 1.48403  0.44
H -1.67745 1.86799 0.68363  1.06
P 1.22247 1.84758 -0.85737  0.91
P -1.33948 -0.88985 -1.45485  1.02
C 0.69665 1.07027 -2.53481  -1.98
C -0.42390 0.04777 -2.84956  -1.63
H 1.67226 0.68225 -2.82137  0.98
H 0.49874 1.94866 -3.14227  1.06
H -1.17808 0.51901 -3.49509  0.42
H 0.03089 -0.75485 -3.41541  0.64
C -1.41588 -2.61398 -1.99791  -0.98
H -1.48278 -3.33422 -1.18754  0.02
H -0.52754 -2.87479 -2.56738  0.44
H -2.27367 -2.82096 -2.64551  0.49
C -3.12947 -0.44601 -1.28991  -1.48
H -3.64053 -0.38296 -2.24685  0.49
H -3.24450 0.50108 -0.77237  0.41
H -3.64618 -1.17279 -0.66030  0.42
C 2.94170 1.38236 -0.71062  -1.26
H 3.31627 1.19733 0.28758  0.36
H 3.45505 2.25587 -1.11078  0.48
H 3.21356 0.51020 -1.31833  0.53
C 1.06789 1.84759 1.43549  -1.91
H 1.20265 0.95569 2.06363  0.01
H 0.33745 2.59363 1.83176  0.34
H 2.07334 2.32972 1.43668  0.66
C 1.18008 -1.18293 -0.55380  -2.44
H 1.52151 -1.08042 -1.59110  0.83
H 0.69278 -2.16480 -0.46293  0.28
H 2.07546 -1.22515 0.07829  0.18

Its highest occupied orbital energy (spin up / spin down) is -10.9639 / -13.9695 eV. As for the multiplicity: 5. The value obtained for the total energy is -48471.2310 eV. The calculation puts the relative energy (zero: lowest compared OMol25 entry of this formula, charge and spin) at 300.29 kJ/mol. For the frontier orbital gap (spin up / spin down), the calculation gives 0.21114 / 0.22105 hartree. As for the net charge: +2.


5.
Computed, not measured: a 9-piece molecular cluster, C26H80N8O2 overall at a distorted geometry, with wB97M-V/def2-TZVPD.

Last column: Mulliken charge in e.
Geometry (Å):
N 0.02440 1.98137 -3.77718  0.02
H -0.15686 2.97492 -3.78712  0.21
H 0.59014 1.69251 -4.56241  0.45
H -0.83274 1.45529 -3.87011  0.44
H 0.45252 1.72278 -2.89971  0.18
N 1.67289 -2.08517 1.24475  0.99
H 1.32685 -2.87995 1.76309  -0.03
H 2.50443 -1.66863 1.63863  0.06
H 0.94558 -1.39430 1.12722  -0.34
H 1.89013 -2.45766 0.33143  0.48
N -2.21715 -0.37768 -0.72366  0.44
H -2.20623 -1.30381 -1.12649  0.44
H -3.14389 -0.04594 -0.49739  0.23
H -1.87016 0.16975 -1.49827  0.28
H -1.64508 -0.32401 0.10698  -0.54
N 2.46077 -1.04697 -3.14167  -0.26
H 1.97585 -0.29782 -2.66867  0.22
H 3.40579 -0.84063 -3.43228  0.42
H 1.94727 -1.34037 -3.96041  0.42
H 2.49942 -1.86462 -2.55002  0.30
O -0.24949 -0.11338 1.38367  -0.92
C 0.15285 1.17741 0.86276  -0.18
C 1.24551 1.31446 -0.24428  0.50
O 1.02764 0.68797 -1.49010  -1.09
H 0.33980 1.83087 1.71490  0.50
H -0.72568 1.74188 0.55025  -0.19
H 2.17520 1.00677 0.23438  -0.93
H 1.59606 2.32779 -0.44015  0.26
C 1.77372 4.69285 -2.95040  -0.87
C 0.56007 5.47327 -3.36431  -0.66
N -0.20124 4.64540 -4.31980  -0.14
C -1.62796 5.03086 -4.33301  -0.69
C -2.41870 4.59378 -3.10369  -1.50
C 0.15914 4.97979 -5.74225  -0.53
C -0.35596 4.05266 -6.81082  -1.44
H 1.48100 3.80092 -2.39644  -0.07
H 2.23210 5.31948 -2.18534  0.48
H 2.44220 4.44212 -3.77404  0.28
H -0.05212 5.77868 -2.51576  0.49
H 0.83735 6.40583 -3.85578  0.32
H -1.66157 6.11736 -4.41350  0.53
H -2.15786 4.65864 -5.20979  0.47
H -3.07263 3.74028 -3.28263  0.40
H -1.87750 4.27616 -2.21244  0.28
H -3.21818 5.32541 -2.98684  0.42
H 1.24189 5.09962 -5.77944  0.57
H -0.13699 5.99579 -6.00330  0.41
H -0.96298 4.47200 -7.61317  0.37
H -1.10591 3.34278 -6.46191  0.38
H 0.42388 3.43056 -7.25005  0.32
C -4.76112 -0.11162 3.23794  -1.75
C -3.83361 0.08189 2.08202  0.22
N -4.38891 0.54270 0.78587  0.67
C -5.47292 -0.34079 0.38113  -0.61
C -5.93949 -0.21837 -1.07316  -1.34
C -4.86439 1.95438 0.83239  -0.61
C -3.60996 2.83051 0.64623  -0.90
H -4.37811 -0.09095 4.25822  0.44
H -5.35912 -1.02016 3.16681  0.38
H -5.50938 0.67494 3.33556  0.37
H -3.07998 0.79694 2.41196  0.23
H -3.23917 -0.83004 2.02610  -0.32
H -6.29399 -0.17282 1.07807  0.49
H -5.04967 -1.33577 0.51894  0.38
H -6.50723 -1.06251 -1.46457  0.42
H -5.18310 -0.22910 -1.85793  0.24
H -6.63544 0.60128 -1.25184  0.38
H -5.65700 2.18256 0.11979  0.53
H -5.29999 2.38183 1.73552  0.17
H -3.12966 2.47972 -0.26720  -0.09
H -3.86703 3.88125 0.51218  0.51
H -2.85261 2.69432 1.41823  0.28
C -2.29768 -3.74536 3.68020  -1.46
C -0.99685 -3.16596 3.11010  0.42
N -0.22738 -4.11824 2.30003  0.23
C -0.88658 -4.60389 1.06322  -0.94
C -1.34836 -3.49180 0.10776  -0.48
C 0.46382 -5.29044 2.93552  -0.31
C 1.32994 -4.91807 4.10786  -1.34
H -2.15872 -4.40015 4.54046  0.38
H -2.99212 -4.23314 2.99616  0.34
H -2.88217 -2.99718 4.21565  0.42
H -1.26804 -2.19858 2.68731  -0.65
H -0.34900 -2.87053 3.93540  0.61
H -0.13528 -5.20332 0.54907  0.51
H -1.64938 -5.32460 1.35786  0.55
H -1.75810 -4.07611 -0.71612  0.42
H -2.15447 -2.90743 0.55137  -0.01
H -0.51469 -2.81553 -0.08136  0.20
H 1.08617 -5.76597 2.17747  0.37
H -0.36602 -5.88244 3.32152  0.45
H 2.11324 -4.17813 3.94348  0.35
H 1.73258 -5.86476 4.46809  0.43
H 0.78659 -4.61966 5.00443  0.37
C 5.19000 -3.64236 0.73703  -1.24
C 5.12559 -2.12144 0.74733  -0.66
N 4.55817 -1.60031 2.04376  0.29
C 4.50920 -0.11301 1.88548  -0.55
C 3.51237 0.59109 2.86814  -1.19
C 5.32000 -1.92210 3.27762  -0.83
C 6.68222 -1.21822 3.34323  -1.37
H 4.19110 -4.07633 0.69256  0.18
H 5.69091 -4.04054 1.61944  0.30
H 5.75131 -4.03409 -0.11125  0.42
H 6.13571 -1.71567 0.69168  0.52
H 4.67775 -1.69602 -0.15075  0.35
H 5.42726 0.46750 1.79448  0.63
H 3.98074 0.11516 0.95986  0.02
H 3.86256 0.52637 3.89832  0.36
H 3.25854 1.59535 2.52879  0.43
H 2.56749 0.04985 2.91684  0.16
H 5.46921 -2.99891 3.35722  0.48
H 4.72424 -1.61883 4.13854  0.46
H 6.72631 -0.14158 3.50753  0.31
H 7.31283 -1.44490 2.48355  0.32
H 7.22311 -1.69666 4.15971  0.44

Its highest occupied orbital energy (spin up / spin down) is -15.1300 / -14.7610 eV. As for the multiplicity: 2. The value obtained for the total energy is -44245.2668 eV. The calculation puts the relative energy (zero: lowest compared OMol25 entry of this formula, charge and spin) at 97.86 kJ/mol. For the frontier orbital gap (spin up / spin down), the calculation gives 0.26527 / 0.12310 hartree. As for the net charge: +3.


6.
Computed, not measured: a 2-piece molecular cluster, C4H12N2O2 overall at a distorted geometry, with wB97M-V/def2-TZVPD.

Last column: Mulliken charge in e.
Geometry (Å):
C -1.58713 -0.51970 1.41206  -1.07
N -0.56933 -0.06093 0.47264  0.21
C -0.53067 1.41576 0.32741  -0.99
C -0.43197 -0.81373 -0.68236  0.73
O -0.52089 -2.02687 -0.63518  -0.63
C 0.15799 -0.17602 -1.95396  -0.97
N 1.58013 0.05742 -1.76204  -0.58
H -2.06082 -1.44883 1.11861  0.38
H -2.41079 0.18267 1.37028  0.38
H -1.23403 -0.63025 2.43582  0.26
H 0.40500 1.76868 0.77129  0.23
H -0.66209 1.65615 -0.70901  0.31
H -1.28198 1.89428 0.93692  0.43
H -0.39650 0.70022 -2.27358  0.34
H 0.05251 -0.89099 -2.76149  0.35
H 2.04678 -0.84279 -1.74075  0.27
H 1.82518 0.50312 -0.90064  0.36
O 2.21695 -0.21664 1.48735  -0.64
H 1.73080 -0.96085 1.12235  0.32
H 1.67086 0.40929 1.96429  0.29

Its highest occupied orbital energy is -9.0945 eV. As for the multiplicity: 1. The value obtained for the total energy is -11417.2973 eV. The calculation puts the relative energy (zero: lowest compared OMol25 entry of this formula, charge and spin) at 185.21 kJ/mol. For the frontier orbital gap, the calculation gives 0.35698 hartree. The structure (SMILES) is CN(C)C(=O)CN.O.